DFT (the ωB97M-V functional and the def2-TZVPD basis) results for 20 unconnected molecules or ions with the total composition C77H160N23O33 in a non-equilibrium geometry.

```
! wB97M-V def2-TZVPD RIJCOSX def2/J DEFGRID3
* xyz 7 1
C 0.117 -1.741 4.918
N 0.117 -1.288 3.515
C -1.044 -1.208 2.777
C -1.124 -0.730 1.469
C 0.058 -0.254 0.971
C 1.254 -0.340 1.669
C 1.267 -0.865 2.946
C 0.123 0.303 -0.439
C -0.900 1.040 -0.926
C -0.871 1.494 -2.242
N 0.213 1.228 -3.037
C 1.262 0.547 -2.559
C 1.200 0.102 -1.297
C 0.213 1.854 -4.396
H -0.029 -0.878 5.572
H 1.018 -2.314 5.113
H -0.638 -2.477 5.011
H -1.843 -1.604 3.358
H -2.121 -0.728 0.969
H 2.179 0.093 1.268
H 2.153 -0.941 3.554
H -1.749 1.288 -0.316
H -1.692 1.991 -2.730
H 2.140 0.450 -3.188
H 2.092 -0.356 -0.915
H -0.137 1.125 -5.107
H 1.263 1.987 -4.626
H -0.254 2.836 -4.423
C 5.891 1.740 -6.139
N 4.745 2.568 -6.546
C 4.376 2.670 -7.839
C 3.334 3.498 -8.174
C 2.616 4.206 -7.244
C 2.992 4.055 -5.901
C 4.066 3.237 -5.586
C 1.573 5.125 -7.711
C 0.392 5.371 -6.967
C -0.595 6.181 -7.569
N -0.401 6.729 -8.802
C 0.723 6.516 -9.460
C 1.711 5.758 -8.958
C -1.510 7.349 -9.468
H 5.675 0.694 -6.393
H 5.884 1.822 -5.046
H 6.801 2.062 -6.584
H 4.873 2.169 -8.637
H 3.190 3.668 -9.237
H 2.437 4.546 -5.152
H 4.263 3.103 -4.519
H 0.109 5.010 -5.988
H -1.407 6.320 -6.916
H 0.857 7.018 -10.388
H 2.625 5.607 -9.500
H -1.131 8.204 -10.001
H -2.356 7.598 -8.795
H -1.750 6.676 -10.306
C -5.419 -3.994 8.621
N -5.094 -2.602 8.556
C -5.911 -1.713 9.186
C -5.621 -0.395 9.031
C -4.590 0.066 8.228
C -3.828 -0.846 7.524
C -4.105 -2.148 7.736
C -4.283 1.520 8.037
C -3.054 2.132 8.287
C -2.942 3.492 8.253
N -3.945 4.190 7.693
C -5.105 3.612 7.340
C -5.350 2.262 7.568
C -3.818 5.628 7.693
H -6.379 -4.156 9.124
H -4.586 -4.455 9.130
H -5.566 -4.401 7.644
H -6.850 -1.968 9.619
H -6.229 0.339 9.435
H -3.091 -0.627 6.707
H -3.664 -2.900 7.179
H -2.272 1.487 8.702
H -2.019 3.968 8.620
H -5.875 4.234 6.767
H -6.291 2.012 7.126
H -4.843 6.024 7.639
H -3.243 6.013 6.904
H -3.349 5.943 8.628
C -0.078 -6.012 -1.101
C -0.440 -6.196 0.355
C -0.744 -7.597 0.881
O -1.892 -8.195 0.359
C -1.836 -8.857 -0.848
N 0.761 -5.756 1.118
H 1.521 -6.439 0.898
H 1.096 -4.830 0.702
H 0.664 -5.677 2.117
H -0.831 -6.533 -1.657
H 0.806 -6.618 -1.293
H -0.017 -4.967 -1.293
H -1.310 -5.603 0.665
H -0.979 -7.571 2.003
H 0.131 -8.201 0.755
H -2.335 -9.836 -0.828
H -0.857 -9.213 -1.079
H -2.279 -8.306 -1.682
C 5.396 -3.556 11.154
C 5.608 -4.247 9.802
C 5.530 -5.798 9.926
O 5.643 -6.451 8.698
C 5.609 -7.806 8.724
N 4.508 -3.942 8.835
H 4.046 -3.094 9.176
H 4.847 -3.658 7.942
H 3.815 -4.688 8.720
H 5.619 -2.488 11.203
H 6.113 -3.934 11.974
H 4.410 -3.728 11.522
H 6.586 -3.979 9.422
H 4.608 -6.030 10.483
H 6.400 -6.103 10.564
H 6.432 -8.148 9.362
H 5.865 -8.112 7.716
H 4.656 -8.234 9.056
C 5.083 -1.406 -0.993
C 6.315 -2.213 -0.591
C 7.000 -1.550 0.574
O 7.989 -2.389 1.095
C 9.216 -2.589 0.316
N 5.835 -3.496 -0.092
H 6.640 -3.997 0.261
H 5.070 -3.413 0.606
H 5.431 -4.132 -0.767
H 5.256 -0.557 -1.688
H 4.526 -1.000 -0.116
H 4.262 -1.950 -1.562
H 7.008 -2.379 -1.457
H 6.310 -1.440 1.361
H 7.427 -0.564 0.311
H 9.843 -1.693 0.338
H 9.028 -2.813 -0.739
H 9.713 -3.414 0.852
C 1.081 -3.456 -9.292
C 1.632 -2.406 -10.236
C 0.760 -1.112 -10.148
O 1.405 -0.032 -10.772
C 0.902 0.308 -12.093
N 2.966 -1.987 -9.775
H 3.654 -2.764 -9.681
H 3.351 -1.295 -10.420
H 2.897 -1.328 -8.976
H 0.039 -3.669 -9.538
H 1.206 -3.156 -8.264
H 1.622 -4.434 -9.404
H 1.699 -2.742 -11.277
H 0.747 -0.933 -9.080
H -0.202 -1.404 -10.589
H 0.483 -0.616 -12.470
H 1.779 0.721 -12.711
H 0.200 1.092 -11.944
C -6.556 3.453 -0.323
N -5.124 3.717 -0.546
C -4.530 2.511 -1.138
C -4.930 4.765 -1.564
C -4.331 4.177 0.726
C -4.241 3.090 1.769
O -3.117 2.258 1.491
H -7.124 4.312 -0.022
H -6.686 2.729 0.466
H -6.954 3.070 -1.257
H -4.835 1.625 -0.585
H -3.467 2.582 -1.084
H -4.825 2.470 -2.165
H -5.606 4.535 -2.374
H -3.945 4.651 -2.003
H -5.075 5.771 -1.183
H -4.783 5.152 1.042
H -3.322 4.405 0.336
H -5.199 2.602 1.820
H -4.091 3.620 2.691
H -2.726 1.961 2.379
C -5.204 -1.949 -6.831
N -5.354 -1.158 -5.563
C -6.702 -0.860 -5.239
C -4.734 -1.989 -4.464
C -4.530 0.091 -5.710
C -3.772 0.520 -4.471
O -2.508 -0.161 -4.276
H -5.918 -2.809 -6.783
H -4.164 -2.305 -6.968
H -5.509 -1.412 -7.657
H -7.147 -1.763 -4.912
H -7.308 -0.556 -6.106
H -6.757 -0.055 -4.480
H -5.373 -2.855 -4.501
H -4.859 -1.548 -3.460
H -3.668 -2.174 -4.686
H -5.249 0.939 -5.898
H -3.864 -0.103 -6.493
H -4.357 0.384 -3.605
H -3.584 1.572 -4.677
H -2.594 -0.405 -3.353
C 5.405 3.841 4.697
N 5.289 2.351 4.680
C 5.963 1.775 5.895
C 3.831 2.033 4.762
C 5.956 1.803 3.459
C 5.526 2.406 2.137
O 4.419 1.651 1.529
H 6.452 4.072 4.463
H 5.246 4.200 5.720
H 4.740 4.375 4.045
H 5.910 2.454 6.689
H 7.021 1.734 5.688
H 5.487 0.867 6.155
H 3.401 2.522 5.642
H 3.712 0.959 4.848
H 3.324 2.411 3.826
H 5.715 0.756 3.575
H 7.031 1.792 3.617
H 6.436 2.188 1.527
H 5.272 3.484 2.145
H 4.309 1.989 0.669
C -6.391 -4.892 3.218
N -6.504 -6.297 2.843
C -6.961 -6.411 1.439
C -5.200 -6.927 2.875
C -7.449 -6.949 3.852
C -7.701 -8.457 3.682
O -6.486 -9.123 3.794
H -5.701 -4.424 2.546
H -6.090 -4.657 4.236
H -7.356 -4.447 3.083
H -6.973 -7.498 1.191
H -6.230 -5.894 0.872
H -7.934 -5.981 1.344
H -4.653 -6.558 2.047
H -5.363 -7.994 2.770
H -4.735 -6.773 3.822
H -8.342 -6.305 3.970
H -6.966 -6.876 4.856
H -8.329 -8.716 2.818
H -8.287 -8.635 4.557
H -6.749 -9.909 4.356
C 3.177 10.499 -2.894
N 3.239 9.095 -2.580
C 4.564 8.478 -3.015
C 3.094 8.865 -1.082
C 2.021 8.448 -3.222
C 1.807 7.007 -2.887
O 2.811 6.228 -3.473
H 2.312 10.991 -2.435
H 2.904 10.644 -3.974
H 4.037 11.105 -2.686
H 4.775 8.749 -4.088
H 4.561 7.422 -2.875
H 5.309 9.019 -2.386
H 2.020 8.903 -0.901
H 3.708 9.669 -0.657
H 3.444 7.876 -0.822
H 2.146 8.584 -4.323
H 1.175 8.984 -2.882
H 0.838 6.765 -3.326
H 1.794 6.825 -1.813
H 2.637 5.281 -3.090
N 3.076 3.493 -1.564
O 3.129 4.433 -0.778
O 2.639 3.610 -2.717
O 3.571 2.376 -1.263
N -1.997 4.385 -4.431
O -1.192 5.285 -4.095
O -2.266 4.127 -5.616
O -2.580 3.639 -3.553
N 2.668 -3.218 0.645
O 3.300 -4.301 0.273
O 3.439 -2.291 1.059
O 1.450 -3.215 0.534
N 3.615 -1.968 5.776
O 2.978 -2.991 5.403
O 3.267 -0.855 5.305
O 4.637 -2.074 6.504
N 2.811 -0.346 -6.501
O 3.113 0.485 -7.420
O 2.866 0.023 -5.292
O 2.350 -1.436 -6.848
N -3.736 -3.795 4.971
O -4.455 -4.298 5.890
O -3.287 -2.672 5.161
O -3.448 -4.446 3.935
N -2.390 1.711 5.016
O -2.240 1.317 3.802
O -3.266 2.560 5.284
O -1.830 1.142 5.975
N -4.054 -0.789 -0.921
O -5.023 -0.148 -1.445
O -3.995 -0.952 0.314
O -3.120 -1.248 -1.709
*
```

- Energy: -6768.6369 Ha